{
  "formula": "C20H42CeNOP3",
  "method": "wB97M-V/def2-TZVPD",
  "elements": ["Ce", "P", "P", "P", "H", "C", "C", "H", "C", "C", "C", "C", "C", "C", "C", "C", "C", "H", "H", "H", "H", "H", "H", "H", "H", "H", "H", "H", "H", "H", "H", "H", "H", "H", "H", "H", "H", "H", "H", "H", "H", "H", "H", "H", "H", "H", "C", "C", "C", "C", "C", "C", "O", "H", "H", "H", "H", "H", "H", "C", "C", "C", "N", "H", "H", "H", "H", "H"],
  "positions_angstrom": [[-0.28, -1.46, 0.08], [-1.86, 0.83, 0.85], [-2.04, -1.60, -2.02], [1.59, -0.57, 1.86], [0.78, -0.73, -2.47], [1.41, -1.14, -1.66], [1.41, -2.47, -1.30], [0.75, -3.22, -1.78], [-1.35, 2.35, -0.03], [-3.66, 0.67, 0.57], [-1.75, 1.24, 2.63], [-1.36, -2.80, -3.22], [-3.73, -2.19, -1.71], [-2.14, -0.02, -2.92], [3.10, -1.53, 1.53], [1.19, -0.82, 3.62], [2.00, 1.17, 1.55], [2.02, -0.37, -1.14], [1.98, -2.87, -0.44], [-1.95, 3.21, 0.29], [-1.46, 2.22, -1.11], [-0.30, 2.58, 0.16], [-4.20, 1.55, 0.95], [-4.03, -0.21, 1.11], [-3.91, 0.53, -0.48], [-2.42, 2.08, 2.88], [-0.73, 1.49, 2.95], [-2.06, 0.37, 3.22], [-2.02, -2.86, -4.09], [-1.28, -3.80, -2.76], [-0.35, -2.51, -3.54], [-4.36, -1.96, -2.57], [-4.14, -1.71, -0.81], [-3.73, -3.28, -1.53], [-2.62, -0.21, -3.89], [-1.13, 0.38, -3.10], [-2.70, 0.75, -2.38], [3.90, -1.20, 2.20], [3.41, -1.42, 0.48], [2.91, -2.61, 1.69], [2.00, -0.43, 4.24], [1.05, -1.90, 3.82], [0.23, -0.32, 3.87], [2.89, 1.44, 2.11], [1.18, 1.85, 1.83], [2.19, 1.34, 0.48], [2.50, 5.72, 0.37], [2.83, 6.80, -0.50], [3.91, 6.62, -1.37], [4.65, 5.43, -1.37], [4.32, 4.39, -0.49], [3.25, 4.54, 0.39], [1.43, 5.76, 1.22], [1.01, 6.63, 1.14], [2.23, 7.70, -0.47], [4.17, 7.43, -2.06], [5.49, 5.32, -2.06], [4.89, 3.46, -0.48], [2.96, 3.76, 1.11], [-2.24, -6.73, -0.06], [-2.00, -5.86, 1.16], [-1.58, -4.56, 0.72], [-1.26, -3.54, 0.24], [-2.98, -6.25, -0.70], [-2.58, -7.73, 0.17], [-1.32, -6.80, -0.64], [-2.90, -5.72, 1.81], [-1.21, -6.26, 1.85]],
  "s_squared": 0.752,
  "relative_energy_kj_mol": 182.32,
  "homo_energy_ha": [-0.5099, -0.5099],
  "multiplicity": 2,
  "energy_ha": -2415.42301,
  "total_charge": 3
}

=====

{
  "formula": "C20H42N5O3RuSi3",
  "method": "wB97M-V/def2-TZVPD",
  "elements": ["Ru", "N", "C", "C", "O", "N", "C", "C", "O", "O", "H", "H", "H", "H", "H", "H", "C", "Si", "C", "C", "C", "Si", "C", "C", "C", "Si", "C", "C", "C", "C", "C", "C", "C", "N", "H", "H", "H", "H", "H", "H", "H", "H", "H", "H", "H", "H", "H", "H", "H", "H", "H", "H", "H", "H", "H", "H", "H", "H", "H", "H", "H", "H", "N", "C", "C", "N", "H", "H", "H", "H", "H", "H", "H", "H"],
  "positions_angstrom": [[0.08, -1.11, 0.46], [-1.73, -1.69, -0.78], [-2.30, -2.97, -0.28], [-1.10, -3.82, 0.16], [-1.17, -5.07, 0.07], [-0.11, -3.11, 0.77], [0.75, -3.85, 1.69], [1.90, -2.88, 2.09], [2.85, -3.20, 2.80], [1.62, -1.62, 1.74], [-2.44, -0.99, -1.15], [-1.30, -1.97, -1.71], [-2.80, -3.45, -1.12], [-2.93, -2.75, 0.55], [1.05, -4.84, 1.31], [0.12, -3.86, 2.58], [3.49, 0.63, 1.49], [2.04, 1.58, 0.81], [2.03, 3.27, 1.76], [2.30, 1.90, -1.05], [0.31, 0.82, 0.83], [-0.26, 0.81, 2.71], [-1.67, -0.37, 3.05], [1.02, 0.70, 4.08], [-1.06, 2.50, 3.06], [-1.03, 1.70, -0.14], [-0.97, 3.67, -0.21], [-2.94, 1.47, 0.37], [-1.09, 1.53, -2.01], [-2.28, 2.02, -2.62], [-2.50, 1.79, -3.96], [-1.56, 1.05, -4.69], [-0.42, 0.64, -4.06], [-0.23, 0.88, -2.75], [4.32, 1.37, 1.54], [3.86, -0.24, 0.93], [3.26, 0.27, 2.48], [2.13, 3.07, 2.79], [1.26, 3.98, 1.55], [3.03, 3.58, 1.44], [2.30, 2.99, -1.13], [1.51, 1.54, -1.69], [3.32, 1.56, -1.31], [-2.05, -0.08, 4.00], [-1.41, -1.45, 3.04], [-2.53, -0.23, 2.42], [1.44, -0.35, 4.13], [0.42, 0.82, 4.99], [1.86, 1.41, 4.23], [-1.73, 2.79, 2.24], [-0.35, 3.27, 3.22], [-1.60, 2.39, 3.99], [-1.48, 4.14, 0.61], [-1.45, 4.08, -1.10], [0.13, 3.87, -0.28], [-3.13, 1.84, 1.39], [-3.31, 0.45, 0.36], [-3.54, 2.10, -0.33], [-3.01, 2.46, -1.95], [-3.45, 2.10, -4.41], [-1.77, 0.84, -5.76], [0.45, 0.24, -4.59], [-0.34, -2.73, -2.95], [1.15, -2.94, -2.97], [1.95, -2.46, -1.79], [1.42, -1.16, -1.21], [-0.77, -3.68, -2.82], [-0.61, -2.35, -3.92], [1.48, -2.38, -3.87], [1.34, -3.97, -3.14], [3.02, -2.26, -2.20], [2.01, -3.09, -0.90], [0.96, -0.54, -1.95], [2.24, -0.67, -0.89]],
  "s_squared": 8.763,
  "relative_energy_kj_mol": 0.00,
  "homo_energy_ha": [-0.2240, -0.3143],
  "multiplicity": 6,
  "energy_ha": -2250.09283
}

=====

{
  "formula": "C20H42N6O5P2PdSSe2",
  "method": "wB97M-V/def2-TZVPD",
  "elements": ["Pd", "O", "C", "C", "C", "O", "C", "Se", "C", "Se", "H", "H", "H", "H", "H", "H", "H", "H", "H", "H", "C", "N", "C", "P", "O", "O", "P", "O", "N", "C", "C", "N", "C", "C", "N", "C", "C", "H", "H", "H", "H", "H", "H", "H", "H", "H", "H", "H", "H", "H", "H", "H", "H", "H", "H", "H", "H", "H", "H", "H", "H", "N", "C", "S", "N", "C", "C", "C", "C", "C", "C", "H", "H", "H", "H", "H", "H", "H", "H"],
  "positions_angstrom": [[-0.14, 0.45, 0.17], [1.84, 1.67, 5.82], [0.85, 0.80, 5.24], [0.84, 0.72, 3.71], [2.15, 0.12, 3.19], [3.32, 0.87, 3.55], [-0.34, -0.20, 3.33], [-0.35, -2.08, 3.96], [0.60, 2.14, 3.15], [0.64, 2.48, 1.19], [1.73, 2.53, 5.40], [-0.15, 1.12, 5.58], [1.03, -0.20, 5.64], [2.12, 0.10, 2.10], [2.22, -0.91, 3.56], [3.21, 1.09, 4.49], [-0.39, -0.20, 2.24], [-1.25, 0.29, 3.69], [1.38, 2.82, 3.52], [-0.36, 2.49, 3.53], [-2.92, 2.09, -2.66], [-3.42, 0.82, -3.19], [-4.57, 0.32, -2.44], [-2.33, -0.35, -3.61], [-2.88, -1.42, -4.46], [-1.91, -0.91, -2.13], [-0.81, -2.01, -1.75], [0.47, -1.96, -2.49], [-1.58, -3.46, -2.02], [-1.00, -4.40, -2.95], [-3.04, -3.56, -1.96], [-0.66, -1.73, -0.10], [-1.88, -1.96, 0.70], [0.46, -2.50, 0.48], [-0.99, 0.37, -4.21], [0.00, 1.05, -3.37], [-0.48, -0.06, -5.50], [-3.77, 2.75, -2.51], [-2.25, 2.55, -3.38], [-2.40, 1.96, -1.71], [-5.39, 1.03, -2.52], [-4.34, 0.20, -1.37], [-4.89, -0.64, -2.85], [0.08, -4.26, -2.99], [-1.40, -4.26, -3.96], [-1.22, -5.42, -2.63], [-3.46, -2.82, -1.29], [-3.32, -4.55, -1.58], [-3.48, -3.41, -2.95], [-2.69, -1.33, 0.33], [-1.66, -1.70, 1.74], [-2.18, -3.01, 0.67], [1.38, -2.26, -0.05], [0.26, -3.58, 0.43], [0.55, -2.22, 1.53], [-0.33, 1.13, -2.33], [0.19, 2.06, -3.76], [0.93, 0.48, -3.35], [-1.25, -0.56, -6.06], [0.37, -0.74, -5.36], [-0.13, 0.82, -6.06], [-3.03, 1.41, 1.61], [-3.62, 2.55, 1.22], [-5.30, 2.69, 1.24], [-2.73, 3.51, 0.84], [-2.93, 4.72, 0.17], [-1.84, 5.19, -0.58], [-1.92, 6.38, -1.27], [-3.09, 7.14, -1.24], [-4.16, 6.68, -0.49], [-4.09, 5.49, 0.22], [-3.62, 0.69, 1.96], [-2.04, 1.19, 1.39], [-1.73, 3.21, 0.88], [-0.93, 4.60, -0.59], [-1.07, 6.72, -1.84], [-3.16, 8.07, -1.79], [-5.08, 7.26, -0.44], [-4.93, 5.14, 0.81]],
  "relative_energy_kj_mol": 13.21,
  "homo_energy_ha": -0.0294,
  "energy_ha": -7503.92408,
  "total_charge": -2
}